# 1
The following is a quantum chemistry calculation of a cluster of 2 separate species, C2H10NS in total, from OMol25.

Cartesian coordinates (Å):
S: 0.62 -0.21 -0.25
N: -0.46 1.83 1.67
C: 1.58 -1.30 -1.26
C: -1.10 -0.75 -0.50
H: -1.22 1.16 1.68
H: -1.22 -1.78 -0.83
H: -0.75 2.68 1.19
H: 0.32 1.40 1.07
H: -1.63 -0.42 0.39
H: 1.78 -2.29 -0.82
H: -1.51 -0.17 -1.33
H: 0.02 2.09 2.53
H: 1.07 -1.52 -2.20
H: 2.49 -0.74 -1.34

The LUMO energy is -3.9 eV. The value obtained for the total energy is -534.863293 Eh. Its charge is +1. As for the spin multiplicity: 1. The calculation puts the frontier orbital gap at 8.8 eV.

For each atom in turn, the Löwdin charge in e is: 0.779 0.269 -0.392 -0.365 0.122 0.058 0.157 0.017 0.010 0.058 0.045 0.158 0.053 0.031

***

# 2
The following is a quantum chemistry calculation of a structure of composition C56H51AsF3O3PSiY, from OMol25.

Cartesian coordinates (Å):
Y: 1.26 0.28 0.77
As: -7.31 1.50 -1.48
P: -3.29 -0.61 -0.70
Si: 3.37 -1.65 0.70
F: 2.24 8.05 -4.74
F: 2.28 9.29 -2.98
F: 4.12 8.46 -3.75
O: 2.42 0.41 -1.59
O: -0.77 0.19 -2.93
O: 0.15 -0.45 -0.99
C: -1.91 3.76 0.03
C: -9.60 0.03 -2.41
C: -2.04 1.48 0.78
C: 5.18 -2.51 4.99
C: 5.27 -1.25 4.43
C: -0.95 0.62 3.73
C: 0.86 -0.68 3.24
C: -3.58 -3.21 2.42
C: -8.54 -0.02 -1.51
C: 1.31 0.66 3.41
C: 6.94 -0.07 -2.00
C: -5.86 0.75 -0.41
C: -3.57 -1.24 0.99
C: 5.49 -1.87 -1.29
C: -9.32 -2.18 -0.76
C: -10.53 -1.00 -2.47
C: 6.32 0.77 -1.08
C: 3.71 6.34 -2.07
C: -9.83 3.03 1.60
C: 0.19 -0.02 -2.23
C: 1.62 0.15 -2.75
C: -7.42 3.67 0.39
C: 2.64 6.98 -2.67
C: 2.05 -1.18 -3.37
C: 6.52 -1.39 -2.10
C: 4.59 -3.54 4.26
C: 4.85 -1.04 -0.36
C: 4.09 -3.29 2.98
C: -4.12 -0.51 2.05
C: -8.40 -1.13 -0.69
C: -4.14 -2.47 3.45
C: -5.01 -0.22 -1.23
C: -9.34 2.23 0.57
C: -8.13 2.54 -0.04
C: 4.77 -1.01 3.15
C: 5.29 0.29 -0.28
C: -7.90 4.45 1.43
C: 2.83 8.19 -3.53
C: -3.30 -2.59 1.20
C: 1.75 1.31 -3.72
C: 0.19 1.45 3.71
C: -4.40 -1.12 3.27
C: 1.14 5.38 -1.67
C: -2.67 1.10 -0.41
C: 4.17 -2.02 2.39
C: -2.47 3.38 -1.18
C: 1.80 2.51 0.33
C: -9.11 4.14 2.03
C: -10.39 -2.11 -1.65
C: 2.01 3.56 -0.24
C: -0.55 -0.69 3.42
C: 1.35 6.49 -2.47
C: -1.68 2.80 1.01
C: -2.85 2.06 -1.40
C: 2.21 4.73 -1.06
C: 3.50 5.23 -1.27
H: 7.74 0.30 -2.63
H: 4.72 6.71 -2.23
H: 1.97 -1.98 -2.63
H: 0.14 4.99 -1.52
H: 1.50 -1.55 3.17
H: 3.09 -1.11 -3.70
H: -5.50 -1.19 -1.31
H: -9.49 4.75 2.84
H: -1.20 -1.55 3.33
H: 1.63 2.25 -3.18
H: -3.35 -4.26 2.56
H: 2.34 0.97 3.47
H: 2.74 1.28 -4.18
H: -9.20 -3.04 -0.12
H: -4.35 -2.94 4.40
H: -5.28 1.63 -0.09
H: -2.85 -3.17 0.40
H: 0.99 1.26 -4.49
H: -1.19 3.06 1.94
H: 5.73 -0.44 4.99
H: 5.18 -2.90 -1.39
H: -6.26 0.31 0.50
H: -4.81 -0.53 4.08
H: 3.34 0.60 -1.83
H: -9.72 0.88 -3.07
H: -11.10 -2.92 -1.70
H: 4.80 0.99 0.39
H: -1.62 4.79 0.21
H: -3.27 1.79 -2.36
H: 0.21 2.52 3.89
H: -11.35 -0.95 -3.17
H: 4.51 -4.53 4.69
H: -9.91 1.36 0.25
H: -7.58 -1.20 0.02
H: 1.42 -1.43 -4.22
H: 4.34 4.72 -0.80
H: -10.77 2.78 2.07
H: 4.86 -0.01 2.75
H: 7.00 -2.06 -2.81
H: 6.63 1.80 -0.99
H: 5.56 -2.70 5.99
H: -2.63 4.12 -1.96
H: -1.87 0.74 1.55
H: -7.33 5.32 1.75
H: 3.64 -4.11 2.43
H: 3.16 -3.04 0.17
H: -4.30 0.55 1.93
H: -6.48 3.93 -0.08
H: -1.97 0.96 3.88
H: 0.50 6.98 -2.94
H: -4.91 0.14 -2.25

The LUMO energy is 2.2 eV. The value obtained for the total energy is -5594.934614 Eh. Its charge is -1. As for the spin multiplicity: 1. The calculation puts the frontier orbital gap at 7.3 eV.

Atom charges from the Löwdin analysis, given in e for atoms 1 to 99: 1.335 1.287 1.079 0.648 0.131 0.131 0.128 -0.148 0.060 -0.212 -0.103 -0.138 -0.125 -0.114 -0.101 -0.180 -0.283 -0.099 -0.424 -0.290 -0.113 -0.460 -0.377 -0.118 -0.085 -0.096 -0.100 -0.016 -0.095 -0.580 -0.514 -0.133 -0.140 -0.002 -0.105 -0.107 -0.357 -0.130 -0.114 -0.104 -0.099 -0.444 -0.102 -0.404 -0.126 -0.143 -0.093 -0.588 -0.111 -0.004 -0.170 -0.084 -0.014 -0.382 -0.366 -0.088 -0.100 -0.103 -0.099 -0.153 -0.152 -0.014 -0.077 -0.111 -0.252 -0.021 0.092 0.114 0.091 0.097 0.067 0.086 0.066 0.096 0.078 0.086 0.098 0.085 0.088 0.101 0.098 0.053 0.092 0.088 0.090 0.095 0.088 0.056 0.103 0.091 0.091 0.097 0.088 0.098 0.105 0.087 0.098 0.092 0.092

***

# 3
The following is a quantum chemistry calculation of a cluster of 9 separate species, C32H80N2O16 in total, from OMol25.

Cartesian coordinates (Å):
O: -6.82 -8.80 -5.09
O: -7.87 -11.74 -0.47
O: -13.40 -9.93 -3.37
O: -9.59 -5.65 4.87
O: -13.82 -17.48 -7.52
O: -15.41 -11.08 -9.88
O: -14.91 -3.39 -5.39
O: -13.14 -16.25 -4.70
O: -4.98 -10.06 -3.39
O: -5.86 -13.80 -1.45
O: -10.64 -9.14 -9.72
O: -9.51 -6.48 -9.03
O: -11.51 -12.13 -4.19
O: -12.21 -4.03 -5.78
O: -13.69 -13.48 0.51
O: -14.03 -15.34 2.74
N: -9.77 -5.28 3.56
N: -16.46 -11.09 -10.90
C: -10.48 -6.29 2.79
C: -12.54 -2.70 -5.72
C: -16.99 -12.51 -11.04
C: -12.62 -16.86 -7.06
C: -18.22 -12.47 -12.01
C: -10.44 -5.91 1.23
C: -7.31 -13.89 -1.36
C: -18.39 -10.01 -11.87
C: -14.04 -2.67 -6.11
C: -5.57 -8.37 -4.96
C: -9.06 -7.27 -10.15
C: -7.29 -5.35 3.20
C: -8.79 -4.11 1.54
C: -8.56 -4.51 3.02
C: -17.37 -13.12 -9.66
C: -11.91 -6.26 3.33
C: -14.66 -13.24 1.51
C: -12.44 -9.93 -4.44
C: -9.20 -5.25 0.72
C: -18.07 -9.90 -9.27
C: -10.15 -8.19 -10.72
C: -8.32 -3.22 3.81
C: -4.51 -9.51 -4.66
C: -15.02 -14.66 2.08
C: -15.88 -13.35 -11.73
C: -12.29 -17.03 -5.57
C: -19.21 -11.33 -11.77
C: -16.58 -8.65 -11.04
C: -12.36 -11.32 -5.08
C: -17.39 -9.91 -10.72
C: -7.71 -13.07 -0.16
C: -9.94 -7.65 3.20
H: -11.77 -17.16 -7.68
H: -11.33 -5.34 0.97
H: -3.48 -9.15 -4.58
H: -6.86 -12.99 0.53
H: -4.78 -11.00 -3.32
H: -9.71 -8.61 -11.62
H: -5.50 -13.84 -0.56
H: -7.45 -2.67 3.45
H: -8.60 -13.43 0.35
H: -15.54 -12.64 1.30
H: -9.40 -3.24 1.29
H: -7.82 -13.64 -2.29
H: -12.05 -12.85 -3.87
H: -17.84 -12.45 -13.03
H: -15.73 -8.41 -10.41
H: -10.53 -6.80 0.62
H: -15.96 -14.83 2.60
H: -12.33 -5.29 3.59
H: -13.35 -11.76 -5.15
H: -17.44 -10.37 -8.51
H: -19.87 -11.59 -10.94
H: -17.03 -7.73 -10.65
H: -5.29 -7.86 -5.89
H: -11.51 -9.54 -4.03
H: -17.42 -14.20 -9.78
H: -14.62 -10.72 -10.28
H: -15.43 -12.90 -12.61
H: -12.02 -11.41 -6.11
H: -8.38 -5.94 0.52
H: -8.77 -6.50 -10.86
H: -14.36 -1.63 -6.16
H: -7.56 -14.94 -1.22
H: -8.13 -3.35 4.88
H: -6.99 -9.65 -4.68
H: -9.90 -9.57 -9.28
H: -9.57 -7.18 -8.38
H: -11.24 -16.89 -5.33
H: -17.92 -9.96 -12.85
H: -12.08 -1.91 -6.31
H: -12.68 -9.22 -5.24
H: -13.50 -16.82 -4.01
H: -12.85 -13.63 0.95
H: -14.23 -16.24 2.51
H: -16.14 -14.33 -12.12
H: -4.55 -10.24 -5.46
H: -7.35 -6.27 2.62
H: -11.75 -4.22 -6.59
H: -12.09 -6.85 4.23
H: -7.01 -11.39 -0.69
H: -9.06 -2.44 3.59
H: -8.19 -7.85 -9.84
H: -15.22 -15.25 1.19
H: -12.64 -15.80 -7.29
H: -11.03 -7.64 -11.03
H: -7.79 -3.85 1.23
H: -19.05 -10.36 -9.12
H: -19.91 -11.30 -12.60
H: -19.03 -9.13 -11.81
H: -12.25 -2.27 -4.77
H: -8.94 -7.60 2.78
H: -16.46 -8.45 -12.10
H: -16.74 -12.70 -8.88
H: -18.39 -12.73 -9.55
H: -14.98 -13.37 -11.11
H: -14.55 -17.20 -6.96
H: -5.34 -7.55 -4.28
H: -14.14 -12.91 2.41
H: -9.33 -4.87 -0.29
H: -9.79 -4.83 5.34
H: -13.38 -10.67 -2.76
H: -12.59 -6.58 2.53
H: -12.37 -18.09 -5.33
H: -18.00 -8.90 -8.84
H: -10.08 -7.84 4.26
H: -10.39 -8.46 2.63
H: -7.02 -5.61 4.22
H: -6.40 -4.74 3.04
H: -14.11 -2.94 -7.17
H: -18.93 -13.28 -11.85
H: -14.51 -4.19 -5.03

The LUMO energy is 0.2 eV. Its SMILES is CC1(C)CCCC(C)(C)N1O.CC1(C)CCCC(C)(C)N1O.OCCO.OCCO.OCCO.OCCO.OCCO.OCCO.OCCO. The value obtained for the total energy is -2580.156553 Eh. As for the spin multiplicity: 1. The calculation puts the frontier orbital gap at 7.8 eV.

Atom charges from the Löwdin analysis, given in e for atoms 1 to 99: -0.023 -0.049 -0.078 -0.019 -0.061 -0.050 -0.022 -0.072 -0.087 -0.094 -0.077 -0.073 -0.091 -0.039 -0.064 -0.048 -0.140 -0.072 -0.493 -0.275 -0.463 -0.242 -0.146 -0.088 -0.200 -0.143 -0.319 -0.320 -0.241 -0.043 -0.159 -0.455 -0.019 -0.052 -0.213 -0.224 -0.231 -0.006 -0.212 -0.051 -0.186 -0.309 -0.054 -0.234 -0.188 -0.055 -0.201 -0.458 -0.283 -0.039 0.118 0.116 0.108 0.116 0.077 0.108 0.068 0.081 0.125 0.123 0.127 0.124 0.067 0.115 0.078 0.117 0.113 0.081 0.115 0.064 0.102 0.075 0.111 0.113 0.085 0.093 0.072 0.106 0.116 0.118 0.114 0.106 0.080 0.097 0.074 0.069 0.111 0.118 0.115 0.112 0.078 0.086 0.095 0.081 0.110 0.070 0.101 0.076 0.089

***

| no. | F_max (Eh/bohr) |
| --- | --- |
| 1 | 0.043 |
| 2 | 0.020 |
| 3 | 0.091 |